# C37H61ClFIN2O24P

A cluster of 7 separate species, C37H61ClFIN2O24P in total at a distorted geometry (ωB97M-V/def2-TZVPD, OMol25).

The geometry in XYZ format:
```
128
Properties=species:S:1:pos:R:3:mulliken_charge:R:1
C 2.90 5.17 2.76 -1.929
C 2.01 5.20 1.54 0.176
C 0.68 4.60 1.84 -0.296
C -0.45 5.61 1.96 0.031
O 0.13 6.58 2.75 -0.543
P -1.17 6.69 0.56 0.113
O -1.59 5.66 -0.59 -0.485
Cl 0.49 7.48 -0.31 -0.230
O -1.47 5.05 2.77 -0.493
C -1.91 3.75 2.49 0.170
F -2.21 3.22 3.69 -0.472
C -3.23 3.82 1.74 0.332
C -4.33 4.54 2.50 -1.932
C -5.03 5.71 1.83 0.932
C -4.42 7.05 2.16 -1.474
C -5.29 5.52 0.34 -1.585
C -0.86 2.74 1.93 -0.143
C -1.60 1.65 1.23 -1.834
O -2.41 1.09 2.25 -0.469
N -3.04 -0.15 1.79 0.182
O -2.60 -1.07 2.30 -0.248
N 0.35 3.27 1.17 1.509
C 1.58 2.39 1.42 0.744
C 1.43 0.88 1.42 -1.749
C 1.61 0.07 0.16 -1.320
I 3.56 0.05 -0.71 0.019
C 0.05 3.31 -0.30 -1.078
C 0.90 4.19 -1.18 -1.344
C 2.13 3.53 -1.74 0.823
C 2.54 4.22 -2.98 -1.273
O 2.72 5.61 -2.68 -0.520
H 3.46 4.27 2.81 0.413
H 2.31 5.31 3.64 0.425
H 3.58 5.99 2.71 0.494
H 1.91 6.22 1.31 0.658
H 2.51 4.77 0.71 -0.388
H 0.77 4.32 2.86 0.827
H -0.57 7.21 2.99 0.637
H -2.56 5.70 -0.67 0.318
H -3.62 2.84 1.60 0.593
H -3.04 4.23 0.77 -0.055
H -4.00 4.87 3.46 0.640
H -5.08 3.82 2.68 0.299
H -5.99 5.76 2.29 0.559
H -5.06 7.57 2.83 0.350
H -3.49 6.94 2.66 0.312
H -4.32 7.68 1.30 0.352
H -6.29 5.82 0.12 0.418
H -5.18 4.52 0.01 0.334
H -4.69 6.19 -0.23 0.315
H -0.42 2.29 2.78 0.624
H -2.21 2.01 0.44 0.548
H -0.99 0.89 0.80 0.817
H 2.33 2.64 0.72 -0.313
H 1.98 2.65 2.36 0.496
H 2.22 0.54 2.04 0.696
H 0.56 0.54 1.94 0.549
H 0.86 0.23 -0.58 0.485
H 1.49 -0.94 0.46 0.621
H 0.17 2.32 -0.67 0.984
H -0.97 3.53 -0.48 0.748
H 0.29 4.41 -2.02 0.819
H 1.14 5.13 -0.76 -0.046
H 2.95 3.68 -1.06 -0.335
H 1.94 2.50 -1.94 -0.070
H 3.48 3.84 -3.34 0.402
H 1.79 4.12 -3.73 0.579
H 2.19 6.13 -3.29 0.289
C 7.42 4.51 -1.21 -0.418
C 6.04 5.14 -1.35 -0.307
O 5.22 4.21 -0.62 -0.138
C 6.01 3.54 0.27 0.548
O 5.60 2.83 1.13 -0.505
O 7.31 3.80 0.04 -0.368
H 8.22 5.24 -1.17 0.342
H 7.63 3.79 -2.00 0.267
H 5.97 6.11 -0.87 0.247
H 5.70 5.22 -2.38 0.276
C -4.54 -1.78 -0.47 -0.054
C -5.57 -2.89 -0.41 0.006
O -6.57 -2.43 -1.33 -0.352
C -5.99 -1.57 -2.21 0.625
O -6.51 -1.15 -3.18 -0.525
O -4.73 -1.27 -1.80 -0.343
H -3.53 -2.13 -0.33 0.278
H -4.75 -0.98 0.24 0.064
H -5.17 -3.84 -0.76 -0.034
H -6.00 -3.03 0.58 0.355
C 2.82 -4.24 0.99 -0.350
C 1.83 -5.38 1.05 0.124
O 0.80 -4.94 0.16 -0.260
C 1.33 -4.05 -0.70 0.645
O 0.78 -3.62 -1.67 -0.567
O 2.60 -3.72 -0.33 -0.305
H 3.85 -4.57 1.11 0.354
H 2.62 -3.44 1.71 0.223
H 2.26 -6.31 0.68 -0.252
H 1.42 -5.55 2.05 0.391
C -3.44 -6.30 -1.99 0.058
C -4.09 -7.62 -2.32 -0.335
O -4.26 -8.22 -1.02 -0.351
C -4.29 -7.23 -0.10 0.623
O -4.58 -7.37 1.04 -0.552
O -3.94 -6.04 -0.66 -0.361
H -3.72 -5.50 -2.67 0.351
H -2.36 -6.37 -1.95 -0.001
H -5.07 -7.51 -2.78 0.296
H -3.46 -8.25 -2.95 0.288
C 2.54 -7.87 -3.16 -0.352
C 2.07 -7.00 -4.32 -0.355
O 0.67 -7.31 -4.37 -0.344
C 0.29 -7.75 -3.15 0.576
O -0.84 -7.93 -2.82 -0.576
O 1.36 -7.96 -2.35 -0.111
H 3.36 -7.42 -2.60 0.319
H 2.83 -8.87 -3.48 0.299
H 2.19 -5.94 -4.12 0.248
H 2.54 -7.25 -5.26 0.308
C 2.67 -10.39 -0.45 -0.290
C 2.46 -10.60 1.04 -0.409
O 3.46 -9.74 1.61 -0.349
C 3.75 -8.78 0.71 0.668
O 4.41 -7.82 0.94 -0.558
O 3.19 -9.05 -0.49 -0.239
H 1.75 -10.45 -1.02 0.287
H 3.41 -11.07 -0.87 0.298
H 1.48 -10.27 1.38 0.274
H 2.62 -11.63 1.36 0.314
```

Charge ... +1
DFT total energy ... -124098.299 eV
LUMO ... -0.1162 hartree
E_HOMO ... -11.81 eV
Strongest force on any atom ... 1.391 eV/A

=====

# C37H61F2NO24S

A cluster of 8 separate species, C37H61F2NO24S in total at a distorted geometry (ωB97M-V/def2-TZVPD, OMol25).

The geometry in XYZ format:
```
126
Properties=species:S:1:pos:R:3:mulliken_charge:R:1
C 1.91 1.92 -2.17 -1.046
C 3.27 1.21 -2.28 0.114
C 3.10 -0.04 -3.11 -0.423
F 2.45 0.28 -4.24 -0.328
N 2.31 -1.03 -2.31 0.762
C 1.46 -1.96 -3.14 -1.186
C -0.01 -1.63 -2.93 0.545
C -0.64 -0.81 -4.02 -0.959
C -2.05 -0.32 -3.70 -0.293
C -2.98 -1.31 -2.98 -0.862
O -3.25 -0.82 -1.66 -0.192
C -4.63 -0.75 -1.38 -1.095
S 3.32 -2.03 -1.46 0.915
O 4.12 -2.82 -2.28 -0.648
O 2.59 -2.66 -0.46 -0.559
F 4.25 -1.04 -0.76 -0.170
H 2.05 2.80 -1.55 0.444
H 1.25 1.21 -1.70 0.134
H 1.52 2.22 -3.13 0.301
H 3.55 0.97 -1.26 -0.184
H 4.03 1.84 -2.72 0.449
H 4.07 -0.48 -3.31 0.404
H 1.59 -2.96 -2.76 0.085
H 1.75 -2.00 -4.18 0.511
H -0.06 -1.06 -2.02 -0.328
H -0.54 -2.54 -2.72 0.482
H -0.58 -1.36 -4.95 0.304
H -0.02 0.07 -4.14 0.165
H -2.06 0.60 -3.15 0.308
H -2.53 -0.10 -4.65 0.241
H -3.89 -1.39 -3.55 0.408
H -2.56 -2.31 -2.92 0.511
H -4.98 -1.70 -0.99 0.338
H -4.77 0.00 -0.62 0.312
H -5.21 -0.43 -2.24 0.395
C 0.19 -0.91 1.10 -1.405
C -0.84 0.00 1.70 0.695
C -2.10 -0.69 2.14 -0.548
O -3.07 0.35 2.03 -0.201
C -2.64 1.21 1.07 0.620
O -3.29 2.08 0.60 -0.571
O -1.36 0.92 0.72 -0.284
H 0.98 -0.33 0.61 0.154
H 0.65 -1.54 1.87 0.518
H -0.25 -1.55 0.35 0.224
H -0.40 0.59 2.51 0.259
H -2.05 -1.06 3.17 0.361
H -2.39 -1.51 1.48 0.266
C -6.65 3.57 3.14 -1.228
C -5.66 3.45 4.27 0.536
C -4.97 2.11 4.34 0.247
O -4.64 2.01 5.74 -0.371
C -5.55 2.75 6.42 0.608
O -5.68 2.74 7.60 -0.560
O -6.29 3.49 5.56 -0.383
H -7.26 4.46 3.26 0.389
H -6.13 3.61 2.19 0.321
H -7.32 2.71 3.13 0.249
H -4.93 4.27 4.23 0.226
H -4.07 2.05 3.73 -0.018
H -5.63 1.28 4.08 0.000
C 7.45 2.01 0.84 -1.067
C 6.38 2.91 1.39 0.550
C 5.09 2.21 1.77 -0.108
O 4.12 3.26 1.62 -0.351
C 4.61 4.12 0.68 0.636
O 3.99 4.99 0.17 -0.544
O 5.91 3.84 0.40 -0.412
H 8.25 2.60 0.40 0.352
H 7.86 1.37 1.63 0.187
H 7.05 1.37 0.05 0.295
H 6.78 3.49 2.23 0.221
H 5.11 1.83 2.79 0.333
H 4.83 1.40 1.09 -0.059
C -4.12 5.38 -4.69 -1.493
C -4.68 3.99 -4.57 0.614
C -4.10 3.16 -3.45 -0.599
O -4.26 1.82 -3.95 -0.088
C -4.25 1.89 -5.30 0.575
O -4.17 0.96 -6.03 -0.563
O -4.33 3.18 -5.71 -0.374
H -4.42 5.83 -5.63 0.370
H -4.47 6.01 -3.87 0.378
H -3.02 5.36 -4.68 0.359
H -5.77 4.02 -4.51 0.267
H -4.63 3.29 -2.51 0.339
H -3.03 3.34 -3.29 0.257
C -7.26 -4.08 2.32 -1.458
C -7.93 -2.79 1.92 0.518
C -7.48 -2.22 0.60 -0.230
O -7.71 -0.82 0.77 -0.301
C -7.61 -0.56 2.10 0.601
O -7.55 0.54 2.56 -0.544
O -7.56 -1.71 2.82 -0.353
H -7.47 -4.31 3.37 0.382
H -7.62 -4.90 1.70 0.376
H -6.18 -4.00 2.22 0.322
H -9.02 -2.90 1.96 0.292
H -8.05 -2.60 -0.25 0.371
H -6.42 -2.37 0.41 0.027
C 11.57 3.06 4.38 -1.462
C 10.24 2.38 4.56 0.578
C 10.22 1.26 5.58 -0.516
O 9.16 0.43 5.09 -0.324
C 9.09 0.61 3.75 0.664
O 8.45 -0.07 3.01 -0.583
O 9.85 1.66 3.37 -0.333
H 11.56 3.69 3.50 0.364
H 11.81 3.67 5.25 0.387
H 12.37 2.32 4.25 0.354
H 9.46 3.12 4.77 0.240
H 10.00 1.61 6.59 0.307
H 11.14 0.68 5.59 0.308
C 3.44 -7.58 -2.10 -1.516
C 2.26 -6.77 -1.64 0.659
C 1.01 -7.57 -1.33 -0.539
O -0.03 -6.60 -1.58 -0.316
C 0.45 -5.73 -2.49 0.646
O -0.20 -4.90 -3.05 -0.558
O 1.78 -5.90 -2.68 -0.354
H 4.21 -6.93 -2.50 0.371
H 3.85 -8.16 -1.28 0.400
H 3.15 -8.27 -2.90 0.350
H 2.54 -6.14 -0.79 0.219
H 0.97 -7.93 -0.31 0.314
H 0.86 -8.41 -2.02 0.310
```

DFT total energy ... -106259.828 eV
LUMO ... 0.0122 hartree
E_HOMO ... -9.32 eV
Strongest force on any atom ... 2.858 eV/A

=====

no.,Kohn-Sham gap (eV)
1,8.64
2,9.65